Entry 1:
{
  "formula": "C17H14Cl2IrO2",
  "method": "ωB97M-V/def2-TZVPD",
  "species": ["C", "C", "C", "H", "C", "C", "H", "H", "H", "H", "Ir", "Cl", "C", "C", "C", "H", "C", "C", "H", "H", "H", "H", "Cl", "C", "C", "C", "C", "C", "C", "C", "O", "O", "H", "H", "H", "H"],
  "xyz": [[1.2642, 1.0178, -0.2008], [0.7187, 0.9553, -1.5525], [1.1009, -0.3360, -2.1003], [0.2356, 1.7850, -2.0652], [1.7964, -1.0735, -1.0781], [1.8669, -0.2485, 0.0897], [2.3518, -0.4982, 1.0257], [1.1960, 1.8560, 0.4936], [0.9873, -0.6524, -3.1303], [2.2346, -2.0669, -1.1704], [-0.2440, -0.5122, -0.5053], [-2.4321, -0.1485, -0.1332], [-2.8824, -0.4661, -2.7099], [-2.1328, -1.6004, -3.1477], [-1.1371, -1.1473, -4.0335], [-2.3742, -2.6367, -2.9297], [-1.2338, 0.2863, -4.1190], [-2.3036, 0.7000, -3.3087], [-2.7059, 1.7085, -3.2401], [-3.8225, -0.4918, -2.1652], [-0.4490, -1.7629, -4.6171], [-0.6415, 0.9194, -4.7819], [-1.5807, -6.5150, 5.5517], [-1.1821, -5.0843, 4.6786], [-0.2725, -4.1499, 5.2057], [0.1002, -3.0379, 4.4548], [-0.4191, -2.8463, 3.1542], [-1.3917, -3.7260, 2.6871], [-1.7683, -4.8461, 3.4306], [0.0816, -1.7574, 2.2177], [0.8614, -0.9000, 2.6427], [-0.3585, -1.9235, 0.9739], [0.1270, -4.3327, 6.1951], [0.7943, -2.3310, 4.8853], [-1.8312, -3.5090, 1.7216], [-2.4993, -5.5356, 3.0307]],
  "forces_ev_per_angstrom": [[1.1, 0.5, 0.1], [1.4, 0.6, 0.3], [1.3, 0.2, -0.7], [0.0, -0.4, 0.2], [-0.1, 0.5, -0.7], [0.8, 1.6, -0.5], [-0.5, -0.1, -0.1], [0.0, -0.4, -0.3], [-0.1, 0.0, 0.4], [-0.4, 0.3, 0.0], [-2.5, -3.4, 2.3], [-0.3, 0.6, 0.7], [-0.2, -0.1, -1.0], [0.9, -0.2, -1.1], [-1.3, -1.3, 0.8], [0.2, 0.3, 0.1], [-1.5, 1.2, 0.6], [1.1, 0.2, -1.2], [0.2, -0.3, 0.1], [0.3, 0.0, -0.3], [-0.3, 0.1, 0.3], [-0.2, -0.2, 0.3], [0.1, 0.5, -0.3], [0.6, -1.1, 2.2], [1.3, 2.0, -0.5], [0.6, -1.9, 3.9], [0.6, 2.5, -3.0], [-2.2, -3.1, 0.5], [-0.8, 2.2, -4.1], [0.0, -1.2, 1.5], [-0.6, -0.3, -0.5], [0.5, 0.7, 0.2], [0.1, 0.2, -0.1], [0.0, 0.1, -0.1], [-0.1, -0.3, 0.1], [0.0, 0.0, 0.0]],
  "e_homo_ha": [-0.1909, -0.3014],
  "e_above_lowest_ev": 1.085,
  "multiplicity": 6
}

Entry 2:
{
  "formula": "C17H14F4N3O5V",
  "method": "ωB97M-V/def2-TZVPD",
  "species": ["V", "O", "C", "C", "C", "N", "C", "C", "C", "O", "O", "C", "O", "O", "H", "H", "H", "C", "N", "C", "C", "C", "N", "C", "C", "F", "C", "F", "C", "C", "F", "C", "F", "H", "H", "H", "H", "H", "H", "H", "H", "H", "H", "H"],
  "xyz": [[0.2547, 0.3439, 0.0166], [-0.6211, 4.1885, 4.6329], [-0.4439, 3.4174, 3.5633], [-1.2929, 3.4476, 2.4464], [-1.0100, 2.5829, 1.4212], [0.0104, 1.7410, 1.4917], [0.8455, 1.7271, 2.5298], [0.6595, 2.5470, 3.6042], [1.9228, 0.6959, 2.2608], [2.8394, 0.4229, 2.9479], [1.6354, 0.1013, 1.0448], [-1.7331, 2.3582, 0.1102], [-2.7319, 2.8965, -0.2301], [-1.0644, 1.4039, -0.5901], [-1.3800, 4.7797, 4.5350], [-2.1368, 4.1247, 2.3796], [1.3292, 2.5448, 4.4546], [-0.1498, -2.4297, 0.8719], [-0.9382, -1.1643, 0.7497], [-1.5990, -0.8961, 2.0520], [-1.9681, -1.3211, -0.3317], [-1.3324, -1.0757, -1.7246], [0.0832, -0.6858, -1.5536], [0.9756, -1.0157, -2.5959], [2.2944, -1.3593, -2.3121], [2.7061, -1.3628, -1.0314], [3.1843, -1.7235, -3.2987], [4.4235, -2.0631, -2.9436], [2.8006, -1.7549, -4.6214], [1.5026, -1.4071, -4.9205], [1.0810, -1.4084, -6.1854], [0.6083, -1.0373, -3.9345], [-0.6304, -0.6759, -4.2961], [-0.7826, -3.1878, 1.3355], [0.7320, -2.2659, 1.4834], [0.1608, -2.7648, -0.1115], [-2.2882, -1.7072, 2.2877], [-2.1573, 0.0352, 2.0051], [-0.8480, -0.8363, 2.8367], [-2.7580, -0.6012, -0.1411], [-2.3923, -2.3228, -0.2724], [-1.8819, -0.2831, -2.2255], [-1.4050, -1.9688, -2.3420], [3.4959, -2.0399, -5.3987]],
  "forces_ev_per_angstrom": [[-0.9, -1.4, -1.3], [0.0, 0.0, -0.1], [-0.1, 0.1, 0.1], [-0.1, 0.2, 0.1], [0.2, -0.3, -0.1], [0.0, 0.6, 0.6], [-0.1, -0.2, -0.5], [0.1, 0.1, 0.2], [-0.5, 0.2, -0.3], [0.2, -0.2, 0.1], [2.0, -0.3, 1.4], [0.5, -0.3, 0.2], [-0.2, 0.1, -0.1], [-1.5, 1.5, -0.4], [0.0, 0.0, 0.0], [0.0, 0.0, 0.0], [0.0, 0.0, 0.0], [-0.1, 0.1, 0.0], [-0.2, -0.2, 0.2], [0.0, 0.0, -0.2], [0.3, 0.0, -0.2], [0.2, -0.2, 0.2], [0.3, -0.1, -0.1], [-0.3, 0.2, 0.4], [0.1, 0.0, 0.4], [-0.1, 0.0, -0.1], [0.1, 0.0, 0.0], [0.0, 0.0, 0.0], [0.1, 0.0, -0.1], [-0.1, 0.0, -0.2], [0.0, 0.0, 0.1], [-0.2, 0.1, -0.3], [0.1, 0.0, 0.0], [0.0, 0.0, 0.0], [0.0, 0.0, 0.1], [0.0, 0.0, 0.0], [0.0, 0.0, 0.0], [0.0, 0.0, 0.0], [0.0, 0.0, 0.0], [0.0, 0.1, 0.0], [0.0, 0.0, 0.1], [0.0, 0.1, -0.1], [0.1, -0.1, 0.0], [0.0, 0.0, 0.0]],
  "e_homo_ha": [-0.4292, -0.4335],
  "e_above_lowest_ev": 0.386,
  "charge": 1,
  "multiplicity": 2
}

Entry 3:
{
  "formula": "C17H14FeI",
  "method": "ωB97M-V/def2-TZVPD",
  "species": ["Fe", "C", "C", "C", "C", "C", "C", "C", "H", "H", "H", "H", "H", "H", "H", "H", "I", "C", "C", "C", "C", "C", "C", "C", "C", "C", "C", "H", "H", "H", "H", "H", "H"],
  "xyz": [[-0.0301, 1.2294, -0.4052], [2.8096, 3.1077, -1.3507], [1.9524, 2.7255, -0.1720], [0.7983, 3.4633, 0.1686], [0.0233, 3.1197, 1.2740], [0.3603, 2.0123, 2.0512], [1.5046, 1.2825, 1.7395], [2.2890, 1.6368, 0.6423], [3.8570, 2.8889, -1.1495], [2.7194, 4.1697, -1.5723], [2.5285, 2.5559, -2.2484], [0.5273, 4.3263, -0.4278], [-0.8531, 3.7072, 1.5134], [-0.2601, 1.7240, 2.8881], [1.7663, 0.4127, 2.3260], [3.1739, 1.0586, 0.4078], [-2.7015, 1.1891, -0.6354], [-2.5593, -0.8927, -0.4207], [-3.7352, -1.5733, -0.3868], [-3.6936, -2.9831, -0.2808], [-2.4944, -3.6238, -0.2342], [-1.2723, -2.9048, -0.2803], [-0.0317, -3.5893, -0.2547], [1.1420, -2.9038, -0.3089], [1.1261, -1.4914, -0.3730], [-0.0409, -0.7609, -0.3894], [-1.2723, -1.4877, -0.3625], [-4.6866, -1.0629, -0.4438], [-4.6214, -3.5377, -0.2478], [-2.4584, -4.7040, -0.1644], [-0.0375, -4.6710, -0.1986], [2.0842, -3.4361, -0.2993], [2.0864, -0.9869, -0.4043]],
  "forces_ev_per_angstrom": [[0.3, 0.1, 0.4], [0.0, 0.0, 0.0], [-0.1, 0.0, -0.1], [0.2, 0.0, -0.3], [-0.1, 0.0, 0.1], [0.0, 0.0, 0.1], [0.0, 0.0, 0.0], [0.1, 0.0, 0.0], [0.0, 0.0, 0.0], [0.0, 0.0, 0.0], [0.0, 0.0, 0.0], [0.0, 0.0, 0.0], [0.0, 0.0, 0.0], [0.0, 0.0, 0.0], [0.0, 0.0, 0.0], [0.0, 0.0, 0.0], [-0.3, 0.3, -0.1], [0.1, 0.0, 0.0], [0.0, -0.3, 0.0], [-0.1, 0.1, 0.0], [0.1, 0.0, 0.0], [0.0, -0.1, 0.0], [-0.1, 0.0, 0.0], [0.1, 0.1, 0.0], [0.0, -0.1, 0.0], [-0.1, -0.2, -0.2], [-0.1, -0.1, 0.0], [0.0, 0.0, 0.0], [0.0, 0.0, 0.0], [0.0, 0.0, 0.0], [0.0, 0.0, 0.0], [0.0, 0.0, 0.0], [0.0, 0.0, 0.0]],
  "e_homo_ha": [-0.4118, -0.4140],
  "charge": 1,
  "multiplicity": 5
}

Entry 4:
{
  "formula": "C17H14O2S2",
  "method": "ωB97M-V/def2-TZVPD",
  "species": ["C", "C", "S", "C", "C", "C", "C", "C", "C", "C", "S", "C", "O", "C", "C", "C", "C", "C", "C", "C", "O", "H", "H", "H", "H", "H", "H", "H", "H", "H", "H", "H", "H", "H", "H"],
  "xyz": [[3.9720, -1.6797, 1.2091], [3.6202, -2.0485, -0.2439], [3.6979, -0.7169, -1.4774], [3.2969, 0.8215, -0.6311], [1.8388, 1.0630, -0.3129], [1.0385, 0.0227, 0.1542], [-0.2985, 0.2443, 0.4428], [-0.8729, 1.5086, 0.2964], [-0.0872, 2.5591, -0.1511], [1.2510, 2.3315, -0.4638], [2.1952, 3.7570, -1.0081], [-2.3174, 1.6704, 0.6055], [-2.7656, 2.6626, 1.1097], [-3.1480, 0.4917, 0.2414], [-4.4406, 0.6311, -0.2477], [-5.1479, -0.5109, -0.6108], [-4.5716, -1.7714, -0.4692], [-3.2867, -1.9185, 0.0385], [-2.5721, -0.7779, 0.3866], [-1.1782, -0.8680, 0.8951], [-0.7993, -1.7555, 1.6075], [3.2508, -2.1475, 1.8731], [4.9588, -2.0446, 1.4712], [3.9271, -0.6166, 1.4134], [2.6402, -2.5163, -0.2679], [4.3176, -2.8091, -0.5756], [3.8913, 0.9678, 0.2677], [3.6263, 1.5913, -1.3172], [1.4186, -0.9738, 0.2954], [-0.5288, 3.5371, -0.2512], [2.0368, 3.6055, -2.3321], [-4.8475, 1.6258, -0.3377], [-6.1443, -0.3990, -1.0077], [-5.1336, -2.6462, -0.7608], [-2.8379, -2.8907, 0.1584]],
  "forces_ev_per_angstrom": [[-0.2, -0.2, -0.2], [-0.1, 0.1, 0.7], [0.3, -0.1, -0.2], [-0.5, 0.1, 0.1], [-0.1, 0.0, 0.0], [-0.3, 0.4, 0.1], [0.0, 0.2, -0.1], [0.5, -0.2, -0.1], [0.0, -0.4, 0.3], [0.0, 0.2, -0.2], [0.1, 0.1, 0.1], [0.2, -0.4, -0.2], [-0.4, 0.8, 0.1], [0.0, -0.5, -0.1], [0.3, -0.3, 0.2], [0.3, 0.2, 0.1], [-0.1, 0.1, 0.0], [-0.2, 0.5, 0.1], [-0.4, 0.1, -0.2], [-0.2, 0.5, -0.3], [0.4, -0.8, 0.3], [0.0, -0.1, 0.2], [0.2, 0.1, 0.1], [0.0, 0.1, 0.0], [-0.1, 0.0, -0.1], [0.1, 0.0, -0.3], [0.1, -0.1, 0.1], [0.2, 0.1, -0.2], [0.1, -0.1, 0.0], [0.1, 0.2, 0.0], [-0.1, -0.1, 0.0], [-0.2, 0.1, 0.0], [-0.1, -0.1, -0.1], [0.0, -0.1, 0.0], [0.1, -0.1, 0.0]],
  "smiles": "CCSCc1cc2c(cc1S)C(=O)c1ccccc1C2=O",
  "e_homo_ha": -0.3231
}

Entry 5:
{
  "formula": "C17H15Cl3KN7O2S2",
  "method": "ωB97M-V/def2-TZVPD",
  "species": ["K", "C", "C", "N", "N", "C", "S", "N", "N", "H", "H", "H", "H", "H", "H", "N", "C", "C", "C", "C", "C", "C", "S", "N", "C", "C", "C", "C", "C", "C", "N", "H", "H", "H", "H", "H", "H", "H", "H", "H", "Cl", "C", "Cl", "Cl", "C", "O", "O"],
  "xyz": [[0.2721, -1.0846, -1.8743], [-4.5842, 2.1045, -1.6421], [-4.4871, 0.6445, -1.4145], [-5.4654, -0.1976, -1.3899], [-4.8523, -1.4078, -1.1967], [-3.5118, -1.3481, -1.1156], [-2.4553, -2.6263, -0.9548], [-3.2797, -0.0039, -1.2422], [-2.0188, 0.5727, -1.2809], [-5.6239, 2.3701, -1.8121], [-3.9910, 2.3831, -2.5145], [-4.2124, 2.6615, -0.7806], [-5.3876, -2.2567, -1.1827], [-1.9411, 1.2872, -0.5687], [-1.8607, 0.9534, -2.2271], [2.2589, -1.1279, 2.6367], [1.3905, -0.8350, 3.7112], [1.8747, -0.5160, 4.9695], [0.9837, -0.2368, 5.9976], [-0.3814, -0.2334, 5.7557], [-0.8616, -0.5162, 4.4830], [0.0236, -0.8465, 3.4701], [-0.5293, -1.3274, 1.8589], [0.7399, -0.7243, 0.8804], [1.9216, -0.7373, 1.3546], [3.0307, -0.2634, 0.4717], [4.1374, 0.3964, 0.9879], [5.1020, 0.8673, 0.1084], [4.9268, 0.6699, -1.2472], [3.7861, -0.0006, -1.6708], [2.8651, -0.4671, -0.8365], [3.2404, -1.1092, 2.8579], [2.9442, -0.5011, 5.1490], [1.3607, -0.0116, 6.9862], [-1.0742, -0.0059, 6.5547], [-1.9244, -0.5053, 4.2754], [4.2351, 0.5830, 2.0491], [5.9694, 1.3950, 0.4831], [5.6469, 1.0326, -1.9668], [3.6013, -0.1609, -2.7275], [-0.3024, -1.8110, -5.1368], [-0.1335, -0.0776, -5.5625], [-1.2265, 0.3005, -6.8911], [1.5341, 0.2243, -6.0606], [-0.4991, 0.6911, -4.2244], [-1.7099, 0.8756, -4.0391], [0.4684, 0.9267, -3.4808]],
  "forces_ev_per_angstrom": [[-0.1, -0.1, 0.1], [0.0, 0.0, 0.0], [0.1, 0.0, -0.1], [0.0, -0.1, 0.1], [0.0, 0.0, 0.0], [-0.2, 0.2, -0.2], [0.2, -0.1, 0.1], [-0.1, 0.0, 0.1], [0.1, 0.0, -0.1], [0.0, 0.0, 0.0], [0.0, 0.0, 0.0], [0.0, 0.0, 0.0], [0.0, 0.0, 0.0], [0.0, 0.0, 0.1], [0.0, 0.0, 0.0], [0.0, 0.0, 0.0], [0.0, 0.0, 0.1], [0.0, 0.0, 0.0], [0.0, 0.0, 0.0], [0.0, 0.0, 0.0], [0.0, 0.0, 0.0], [0.0, -0.1, -0.2], [0.0, 0.1, 0.1], [-0.2, -0.1, 0.2], [0.0, 0.0, -0.1], [0.1, 0.0, 0.0], [0.0, 0.0, 0.0], [0.0, 0.0, 0.0], [0.0, 0.0, 0.0], [0.0, 0.0, 0.0], [0.0, 0.0, -0.1], [0.0, 0.0, 0.0], [0.0, 0.0, 0.0], [0.0, 0.0, 0.0], [0.0, 0.0, 0.0], [0.0, 0.0, 0.0], [0.0, 0.0, 0.0], [0.0, 0.0, 0.0], [0.0, 0.0, 0.0], [0.0, 0.0, 0.0], [0.0, -0.2, 0.0], [0.0, 0.1, 0.1], [0.0, 0.0, 0.1], [0.0, 0.0, -0.1], [0.1, 0.2, -0.1], [0.0, 0.0, 0.0], [-0.1, 0.0, 0.0]],
  "e_homo_ha": -0.2939,
  "e_above_lowest_ev": 0.000
}

Entry 6:
{
  "formula": "C17H15ClIrO2",
  "method": "ωB97M-V/def2-TZVPD",
  "species": ["C", "C", "C", "H", "C", "C", "H", "H", "H", "H", "Ir", "Cl", "C", "C", "C", "H", "C", "C", "H", "H", "H", "H", "O", "C", "O", "C", "C", "C", "C", "C", "C", "H", "H", "H", "H", "H"],
  "xyz": [[-2.1765, -0.0753, -2.8245], [-1.6490, -1.4126, -2.8571], [-0.2190, -1.3352, -2.6931], [-2.2290, -2.3225, -3.0301], [0.1388, 0.0482, -2.5562], [-1.0771, 0.8336, -2.6301], [-1.1561, 1.9142, -2.5304], [-3.2256, 0.2153, -2.9005], [0.4790, -2.1749, -2.7067], [1.1439, 0.4507, -2.4120], [-1.1780, -0.4977, -0.8753], [-2.7294, 0.5540, 0.3955], [0.3377, -5.0695, 2.1424], [1.6559, -4.8611, 1.6350], [1.7551, -5.5285, 0.3767], [2.4520, -4.2958, 2.1261], [0.4980, -6.1498, 0.1066], [-0.3778, -5.8661, 1.1980], [-1.4122, -6.2052, 1.2957], [-0.0529, -4.6914, 3.0903], [2.6399, -5.5639, -0.2644], [0.2520, -6.7440, -0.7776], [-1.5064, 2.7694, -0.6464], [-0.5702, 2.3234, -0.0350], [-0.1048, 1.1520, 0.0921], [0.1474, 3.4981, 0.7272], [1.1555, 3.2964, 1.6845], [1.6733, 4.3882, 2.3959], [1.2005, 5.6810, 2.1730], [0.1930, 5.8952, 1.2185], [-0.3219, 4.8093, 0.5115], [1.5246, 2.2845, 1.8759], [2.4521, 4.2299, 3.1459], [1.5925, 6.5332, 2.7291], [-0.1898, 6.9022, 1.0330], [-1.1157, 5.0144, -0.2134]],
  "forces_ev_per_angstrom": [[0.2, -0.1, -1.1], [0.0, 0.3, -0.9], [0.1, -0.3, -0.2], [0.3, 0.4, 0.2], [0.0, 0.5, -1.1], [0.4, -0.5, -1.2], [0.0, -0.6, 0.0], [0.5, -0.2, 0.1], [-0.3, 0.3, 0.0], [-0.5, -0.3, 0.0], [-0.3, -0.8, 2.3], [-2.0, -0.7, 1.6], [-2.7, -1.7, -1.1], [1.3, -0.8, -2.3], [0.3, 0.6, 1.0], [-0.4, -0.2, -0.3], [0.9, 0.4, 0.2], [0.3, 1.3, 2.3], [0.5, 0.2, 0.0], [0.1, -0.1, -0.5], [-0.4, 0.1, 0.3], [0.1, 0.3, 0.4], [-1.5, 0.0, -1.6], [1.7, 2.0, 1.5], [1.1, 0.7, 0.2], [0.4, -0.4, 0.6], [-0.2, 0.4, -0.2], [0.0, 0.0, 0.0], [-0.3, 0.0, -0.3], [0.4, -0.5, 0.2], [0.0, 0.2, 0.0], [-0.2, 0.3, -0.1], [-0.2, 0.0, -0.2], [0.0, -0.3, 0.0], [0.1, -0.3, 0.1], [0.3, -0.5, 0.3]],
  "e_homo_ha": [-0.0849, -0.1600],
  "e_above_lowest_ev": 0.000,
  "charge": -1,
  "multiplicity": 5
}

| no. | molecular weight (g/mol) |
| --- | --- |
| 1 | 513.42 |
| 2 | 467.25 |
| 3 | 401.05 |
| 4 | 314.43 |
| 5 | 558.95 |
| 6 | 478.97 |